No. 1
Below is 5 unconnected molecules or ions with the total composition C4H16NO6 at a distorted geometry, with properties calculated with ωB97M-V/def2-TZVPD.

Each line ends with the Löwdin charge.
Atoms and positions in Å:
H: 3.524 -1.681 0.619  -0.03
H: 2.113 0.157 -0.020  0.04
H: -0.996 1.705 -1.060  0.08
C: 0.307 -0.816 -0.713  -0.24
H: -0.981 2.693 2.703  0.07
C: -0.280 -0.215 0.627  -0.63
H: 1.843 0.160 -1.757  0.05
C: -0.282 1.289 -1.796  -0.13
H: -3.722 0.735 -0.299  0.04
H: -2.476 0.161 -0.961  0.01
O: -3.334 0.640 -1.209  -0.15
O: -2.187 -2.355 2.261  -0.10
H: 0.555 1.726 -1.276  0.06
O: 3.715 -1.389 1.493  -0.09
N: -0.421 -0.202 -1.881  -0.07
H: 2.436 -1.306 -0.986  0.04
H: -1.405 -2.887 2.112  0.01
O: 0.535 0.485 1.236  -0.03
O: -0.206 2.893 2.077  -0.11
H: -0.321 1.797 -2.789  0.09
O: -1.525 -0.359 0.687  -0.07
H: 3.003 -0.656 1.436  0.06
H: 0.072 2.024 2.324  -0.04
H: -2.179 -1.756 1.484  -0.01
H: 0.308 -1.910 -0.732  0.12
C: 1.855 -0.427 -0.876  -0.06
H: 0.047 -0.504 -2.706  0.07

Results
Lowest unoccupied orbital energy: 0.12569 Ha
Kohn-Sham gap: 9.02 eV
Net charge: -1
E: -668.2329 a.u.
Energy relative to the best compared isomer or geometry (same formula, charge and spin): 150.4 kJ/mol


No. 2
Below is 4 unconnected molecules or ions with the total composition C4H16O3 at a distorted geometry, with properties calculated with ωB97M-V/def2-TZVPD.

Each line ends with the Löwdin charge.
Atoms and positions in Å:
O: 6.047 0.210 -1.994  -0.07
H: 2.395 -1.062 -0.514  0.08
H: 0.603 2.148 -0.185  0.11
H: -4.922 3.148 3.452  -0.01
H: -1.604 0.745 0.444  0.07
C: 1.382 -1.297 -0.097  -0.11
C: 0.424 -0.173 -0.469  -0.46
H: 6.299 0.982 -2.463  0.00
O: -3.488 -2.157 -0.936  -0.09
H: -3.393 -3.112 -1.135  0.05
H: 1.697 -1.129 1.022  0.11
H: -1.493 -1.013 0.635  0.07
H: -5.620 1.740 3.822  0.09
C: 1.186 1.138 -0.224  -0.14
H: 1.634 0.951 0.772  0.07
H: -0.017 -0.105 -1.532  0.14
H: 5.976 -0.547 -2.643  0.07
O: -5.326 2.390 3.080  -0.09
H: -3.649 -1.643 -1.760  0.05
H: 1.956 1.151 -1.054  0.08
H: -0.401 0.013 1.483  0.02
C: -0.864 -0.059 0.563  -0.08
H: 1.180 -2.319 -0.265  0.05

Results
Lowest unoccupied orbital energy: 0.03240 Ha
Kohn-Sham gap: 11.24 eV
Net charge: 0
E: -387.6517 a.u.
Energy relative to the best compared isomer or geometry (same formula, charge and spin): 186.7 kJ/mol


No. 3
Below is 4 unconnected molecules or ions with the total composition C4H16O3S at a distorted geometry, with properties calculated with ωB97M-V/def2-TZVPD.

Each line ends with the Löwdin charge.
Atoms and positions in Å:
H: -1.114 0.318 0.939  0.07
H: 1.579 -0.967 4.377  0.11
C: 1.471 -0.981 3.173  -0.14
H: 0.866 -1.843 2.811  0.05
H: -0.330 0.648 -1.537  -0.15
H: -1.908 2.862 -0.992  0.06
C: -0.211 -0.163 0.617  -0.52
H: 1.847 1.169 3.157  0.10
H: 0.103 0.693 3.336  0.11
C: 0.931 0.689 1.248  -0.30
S: 0.142 -0.630 -1.219  0.65
H: 0.621 1.697 0.952  0.10
O: -1.703 3.286 -1.855  -0.05
H: -1.900 4.203 -1.712  0.03
H: -2.126 1.774 -3.307  0.03
H: 1.881 0.317 0.826  0.10
H: 2.538 -1.245 2.774  0.09
H: -0.425 -4.105 -3.320  0.05
H: -1.722 0.820 -4.533  0.06
O: 0.485 -4.516 -3.215  -0.13
O: -2.498 1.026 -3.919  -0.15
H: 0.569 -4.283 -2.220  0.07
C: 1.062 0.486 2.764  -0.28
H: -0.156 -1.254 0.855  0.03

Results
Lowest unoccupied orbital energy: 0.00752 Ha
Kohn-Sham gap: 9.45 eV
Net charge: 0
E: -785.8365 a.u.
Energy relative to the best compared isomer or geometry (same formula, charge and spin): 173.0 kJ/mol


No. 4
Below is 4 unconnected molecules or ions with the total composition C4H16O4 at a distorted geometry, with properties calculated with ωB97M-V/def2-TZVPD.

Each line ends with the Löwdin charge.
Atoms and positions in Å:
H: -1.354 -0.359 2.349  0.08
H: -2.716 -0.186 1.461  0.08
H: 1.082 4.013 0.882  0.07
H: 2.861 -1.573 -0.556  0.07
C: 2.395 -2.025 0.320  -0.20
H: -0.410 0.223 -3.236  0.09
O: -1.788 -0.834 -2.301  -0.12
C: -1.753 -0.693 1.392  -0.11
H: 0.161 -1.100 -2.278  0.07
H: -0.637 1.731 0.960  0.02
H: 0.063 3.852 2.250  0.06
H: 1.532 -2.512 -0.134  0.07
H: 1.211 2.562 2.051  0.08
H: -1.976 -1.760 1.356  0.08
O: -0.783 -0.117 0.478  -0.14
H: 1.310 -0.553 0.956  0.04
H: 3.074 -2.820 0.629  0.08
O: -0.394 2.607 0.652  -0.15
H: -0.437 -1.427 -3.921  0.08
H: -1.123 -0.243 -0.410  0.05
C: 0.585 3.262 1.496  -0.14
H: -2.373 -0.152 -2.640  0.09
O: 2.059 -1.067 1.267  -0.11
C: -0.589 -0.830 -3.021  -0.15

Results
Lowest unoccupied orbital energy: 0.02215 Ha
Kohn-Sham gap: 10.38 eV
Net charge: 0
E: -462.8662 a.u.
Energy relative to the best compared isomer or geometry (same formula, charge and spin): 251.4 kJ/mol


No. 5
Below is a molecular structure, C4H17CdINO4 at a distorted geometry, with properties calculated with ωB97M-V/def2-TZVPD.

Each line ends with the Löwdin charge.
Atoms and positions in Å:
H: -1.735 0.415 1.802  0.15
C: 0.116 1.388 1.857  -0.24
H: 1.576 0.866 4.704  0.09
C: -0.368 -0.847 0.821  -0.06
H: 1.032 1.515 1.247  0.13
H: 0.790 2.381 4.243  0.09
H: -0.265 2.400 2.048  0.13
H: -0.064 -1.339 1.743  0.08
H: 1.081 -2.351 -2.134  -0.06
H: 2.887 2.542 -2.447  0.04
O: 1.168 -3.299 -2.254  -0.08
H: -1.933 -3.865 -2.000  0.04
H: -2.295 1.367 -0.174  0.07
O: 0.415 0.729 3.054  -0.19
Cd: -2.511 -0.311 -5.438  1.11
I: -0.502 -0.318 -3.638  0.23
C: -0.898 0.556 1.104  -0.42
H: -1.162 -1.462 0.387  0.07
O: 1.925 2.568 -2.407  -0.06
H: -1.086 0.641 -0.904  -0.05
H: 0.498 -0.831 0.146  0.07
N: -1.283 1.278 -0.136  0.04
O: -2.486 -3.084 -1.893  -0.08
H: 1.987 -3.539 -1.809  0.05
C: 1.294 1.486 3.857  -0.10
H: -2.001 -2.379 -2.327  -0.10
H: 1.634 1.720 -2.749  -0.05
H: 2.186 1.773 3.294  0.09

Results
Lowest unoccupied orbital energy: -0.31710 Ha
Kohn-Sham gap: 2.88 eV
Net charge: +1
E: -983.3975 a.u.
Energy relative to the best compared isomer or geometry (same formula, charge and spin): 278.3 kJ/mol


No. 6
Below is a molecular structure, C4H17F4N3O12PbS4 at a distorted geometry, with properties calculated with ωB97M-V/def2-TZVPD.

Each line ends with the Löwdin charge.
Atoms and positions in Å:
N: 1.331 0.259 -2.623  0.05
O: 1.208 2.564 -0.751  -0.23
H: 1.798 -0.629 -2.742  0.08
F: 2.260 -3.834 0.765  -0.28
F: -5.609 -0.782 2.304  -0.28
C: 1.032 3.955 -0.345  -0.08
S: -6.214 -0.444 0.790  0.40
N: -4.844 0.204 0.392  -0.29
O: -0.677 -3.293 3.275  -0.05
O: -1.469 2.021 3.832  -0.07
H: 1.831 4.696 -0.346  0.10
C: 3.438 1.318 -3.406  -0.03
F: -4.110 1.154 -1.654  -0.27
O: -7.351 0.352 1.072  -0.24
H: 3.208 1.940 -4.271  0.09
S: 3.602 -3.077 1.392  0.61
H: 0.614 3.929 0.661  0.08
H: 4.412 1.663 -3.058  0.09
O: -6.278 1.914 -1.039  -0.25
H: 0.820 0.415 -3.479  0.09
S: -5.551 0.689 -1.086  0.51
H: -2.577 -4.274 -1.303  0.04
C: 1.582 2.557 -2.085  -0.24
H: 0.229 4.488 -0.855  0.09
H: -1.962 -4.013 -2.661  0.04
O: 3.974 -4.150 2.301  -0.26
H: -2.420 1.980 3.931  0.04
C: 2.307 1.269 -2.363  -0.46
Pb: -0.782 -0.226 0.542  1.73
O: 3.637 -2.237 4.292  -0.29
H: 3.554 0.236 -3.455  0.08
H: 0.231 -3.078 3.063  0.00
S: 3.784 -1.469 3.052  0.42
H: 0.669 2.704 -2.660  0.14
F: 3.235 0.055 3.427  -0.25
N: 2.717 -1.777 2.004  -0.32
H: 2.819 0.944 -1.457  0.15
O: -5.782 -0.298 -2.115  -0.27
O: 4.335 -2.826 0.108  -0.31
H: -1.180 2.615 4.525  0.04
O: -2.176 -3.585 -1.832  -0.06
O: -6.374 -1.806 0.382  -0.28
H: 2.363 3.304 -2.226  0.13
H: -0.748 -4.232 3.103  0.05
O: 5.115 -1.194 2.601  -0.27

Results
Lowest unoccupied orbital energy: -0.21621 Ha
Kohn-Sham gap: 4.07 eV
Net charge: 0
E: -3414.4404 a.u.
Energy relative to the best compared isomer or geometry (same formula, charge and spin): 632.5 kJ/mol